Entry 1:
{
  "formula": "C38H65N7O7PZr",
  "method": "ωB97M-V/def2-TZVPD",
  "species": ["C", "C", "C", "H", "H", "O", "H", "H", "H", "N", "H", "Zr", "H", "N", "C", "O", "H", "H", "H", "H", "H", "C", "H", "H", "C", "H", "C", "H", "C", "H", "C", "H", "H", "H", "C", "C", "H", "H", "P", "H", "C", "H", "C", "H", "O", "N", "C", "H", "H", "H", "H", "C", "N", "H", "C", "C", "H", "H", "H", "H", "H", "H", "H", "H", "N", "C", "H", "H", "C", "C", "H", "H", "C", "C", "H", "H", "C", "H", "O", "H", "H", "C", "C", "C", "O", "H", "H", "O", "H", "C", "C", "C", "H", "H", "H", "C", "H", "H", "H", "N", "C", "C", "H", "H", "H", "C", "H", "H", "C", "C", "H", "H", "C", "H", "O", "C", "N", "H", "C"],
  "positions_angstrom": [[0.305, -1.353, -2.846], [-0.136, -2.890, 2.671], [0.058, -1.613, 3.499], [-0.787, 4.253, 0.225], [3.856, 1.960, 0.643], [0.785, -0.300, -3.716], [0.798, -4.518, -2.152], [-0.316, -5.435, 1.169], [-1.393, 5.143, 1.603], [3.590, 0.407, -0.681], [2.640, -4.656, -0.054], [-0.228, -0.143, -0.993], [-1.077, 3.300, -4.312], [-3.296, 0.796, -1.143], [-4.184, -1.765, 1.362], [-0.821, 1.529, -2.600], [-1.240, 5.688, -5.006], [-2.524, -5.293, 2.473], [-3.638, -3.510, 3.488], [-0.387, -5.022, 3.113], [0.137, -0.745, 2.845], [-2.957, -5.073, 1.497], [1.642, -4.296, -3.683], [-2.863, -4.838, -1.245], [0.813, 4.665, -1.856], [3.861, 5.091, 0.168], [-0.572, 4.078, -3.755], [2.151, -5.562, -2.576], [2.244, -2.252, -1.321], [-4.992, -1.200, 1.835], [0.682, 6.012, -2.228], [-3.992, 1.226, -1.735], [3.927, -5.230, -1.130], [-2.087, -3.240, -1.296], [-0.375, -4.063, 3.629], [2.173, 6.793, 2.555], [1.670, 3.314, -0.626], [-1.044, -5.795, -0.392], [-1.492, -2.528, 1.382], [-1.148, -1.971, -4.253], [2.045, -0.505, -4.305], [-4.305, -1.956, 3.985], [3.402, -4.339, -0.770], [4.569, -2.489, -2.451], [1.176, 0.312, 0.812], [1.296, -1.510, -1.806], [-2.726, -3.896, -0.704], [-2.080, 0.156, 1.797], [-3.105, -6.027, 0.980], [0.340, -2.894, -4.414], [2.016, -2.937, 2.618], [0.159, 3.692, -2.635], [3.250, 1.187, 0.430], [-0.813, 6.246, 3.512], [3.257, 6.285, 1.856], [-0.284, 7.036, 2.975], [2.337, 7.440, 3.410], [-4.564, -2.764, 1.152], [4.267, 6.528, 2.163], [0.067, 7.763, 3.707], [4.449, -4.095, -3.195], [2.824, -0.665, -3.552], [3.354, -0.586, -0.503], [-1.226, 5.940, 0.042], [1.565, 4.313, -0.757], [-2.046, -4.191, 0.642], [-2.412, -0.035, -2.764], [-2.944, -1.124, -1.612], [1.776, -4.535, -2.630], [2.759, -3.577, -1.940], [-0.048, -4.344, -0.203], [-0.121, 7.416, -3.613], [-3.402, -2.453, 3.615], [0.870, 6.482, 2.181], [0.454, -4.094, 4.344], [0.490, 1.487, 3.269], [0.122, 2.262, -2.232], [-1.297, -3.971, 4.200], [-3.125, 2.853, -0.215], [0.595, 3.245, 2.973], [3.483, -2.754, -3.824], [0.639, 5.637, 1.087], [3.037, 5.481, 0.753], [2.046, 1.158, 1.012], [1.017, 1.789, -1.453], [-2.134, -0.151, 3.538], [-2.645, -2.361, 4.392], [-1.435, 1.392, 0.037], [-1.014, 7.524, 2.327], [3.882, -3.202, -2.914], [-2.575, 1.777, -0.406], [1.188, -3.118, 1.925], [4.103, -3.693, -0.240], [1.170, 6.769, -1.627], [-0.742, -1.456, 4.219], [0.606, 2.261, 2.511], [-3.704, -3.430, -0.600], [2.046, -1.361, -4.995], [-0.760, -3.221, -3.068], [-2.532, -0.214, -1.772], [-0.044, 6.369, -3.346], [1.741, 5.163, 0.362], [0.991, -1.703, 4.063], [-3.605, 0.266, 2.676], [1.306, -2.443, 1.075], [-0.334, -2.432, -3.685], [-3.941, -1.260, 0.427], [1.291, -4.139, 1.568], [-2.666, -0.289, 2.599], [-0.759, 5.221, 0.721], [2.968, 0.682, -1.439], [2.282, 0.397, -4.871], [-0.671, 5.404, -4.130], [-0.184, 2.170, 1.766], [1.903, 2.153, 1.895], [-2.978, -1.769, 2.311], [-0.981, -1.622, 0.246], [-3.942, -4.633, 1.653], [-0.779, -4.984, 0.293]],
  "forces_ev_per_angstrom": [[0.2, 0.1, -0.1], [0.0, 0.0, -0.1], [0.0, 0.0, 0.0], [0.0, 0.0, 0.0], [0.0, 0.0, 0.0], [0.0, 0.0, -0.1], [0.0, 0.0, 0.0], [0.0, 0.0, 0.0], [0.0, 0.0, 0.0], [0.0, -0.2, -0.1], [0.0, 0.0, 0.0], [-0.4, -0.9, 0.6], [0.0, 0.0, 0.0], [0.0, 0.0, 0.0], [0.0, 0.0, -0.1], [0.0, 0.2, -0.1], [0.0, 0.0, 0.0], [0.0, 0.0, 0.0], [0.0, 0.0, 0.0], [0.0, 0.0, 0.0], [0.0, 0.0, 0.0], [0.0, 0.0, 0.0], [0.0, 0.0, 0.0], [0.0, 0.0, 0.0], [0.0, 0.0, 0.0], [0.0, 0.0, 0.0], [0.0, 0.0, 0.0], [0.0, 0.0, 0.0], [0.2, 0.1, 0.0], [0.0, 0.0, 0.0], [0.0, 0.0, 0.0], [0.0, 0.0, 0.0], [0.0, 0.0, 0.0], [0.0, 0.0, 0.0], [0.0, 0.0, 0.0], [0.0, 0.0, 0.0], [0.0, 0.0, 0.0], [0.0, 0.0, 0.0], [-0.1, -0.2, 0.2], [0.0, 0.0, 0.0], [0.0, 0.0, 0.0], [0.0, 0.0, 0.0], [0.0, 0.0, 0.0], [0.0, 0.0, 0.0], [0.1, 0.1, -0.1], [0.0, -0.1, -0.1], [0.0, 0.0, 0.0], [0.0, 0.0, 0.0], [0.0, 0.0, 0.0], [0.0, 0.0, 0.0], [0.0, 0.0, 0.0], [0.0, 0.0, 0.0], [0.0, 0.0, 0.0], [0.0, 0.0, 0.0], [0.0, 0.0, 0.0], [0.0, 0.0, 0.0], [0.0, 0.0, 0.0], [0.0, 0.0, 0.0], [0.0, 0.0, 0.0], [0.0, 0.0, 0.0], [0.0, 0.0, 0.0], [0.0, 0.0, 0.0], [0.0, 0.1, 0.0], [0.0, 0.0, 0.0], [0.1, 0.1, 0.0], [0.0, 0.1, 0.0], [0.0, 0.0, 0.0], [0.0, 0.0, 0.0], [0.0, 0.1, 0.0], [0.0, 0.0, 0.0], [0.0, 0.0, 0.0], [0.0, 0.0, 0.0], [0.0, 0.0, 0.0], [0.0, 0.0, 0.0], [0.0, 0.0, 0.0], [0.0, 0.0, 0.0], [-0.1, 0.1, -0.1], [0.0, 0.0, 0.0], [0.0, 0.0, 0.1], [0.0, 0.0, 0.0], [0.0, 0.0, 0.0], [0.0, 0.0, 0.0], [0.0, 0.0, 0.0], [0.0, -0.1, 0.1], [0.1, 0.0, 0.0], [0.0, 0.0, 0.0], [0.0, 0.0, 0.0], [0.0, 0.2, 0.0], [0.0, 0.0, 0.0], [0.0, 0.0, 0.0], [-0.1, 0.0, 0.0], [-0.1, 0.0, 0.0], [0.0, 0.0, 0.0], [0.0, 0.0, 0.0], [0.0, 0.0, 0.0], [0.0, 0.0, 0.0], [0.0, 0.0, 0.0], [0.0, 0.0, 0.0], [0.0, 0.0, 0.0], [0.2, 0.0, -0.1], [0.0, 0.0, 0.0], [0.0, 0.0, 0.0], [0.0, 0.0, 0.0], [0.0, 0.0, 0.0], [0.0, 0.0, 0.0], [0.0, 0.0, 0.1], [0.0, 0.0, 0.0], [0.0, 0.0, 0.0], [0.0, 0.0, 0.0], [0.0, 0.0, 0.0], [0.0, 0.0, 0.0], [0.0, 0.0, 0.0], [0.0, 0.0, 0.0], [0.0, 0.0, 0.0], [0.0, 0.0, 0.0], [0.1, 0.0, -0.1], [0.1, 0.4, -0.3], [0.0, 0.0, 0.0], [0.0, 0.0, 0.0]],
  "mulliken_charge": [1.91, 3.02, -2.21, -0.39, 0.33, -0.02, 0.06, 0.25, 0.53, -0.82, 0.23, -0.62, 0.45, -0.26, -1.85, -0.52, 0.40, 0.28, 0.25, 0.36, 0.13, -2.18, 0.32, 0.58, 0.37, 0.55, -0.40, 0.45, -2.71, 0.66, -0.76, 0.27, 0.54, -0.34, -2.12, -0.87, -0.08, 0.76, -1.01, 0.29, -1.05, 0.55, -1.76, 0.36, 0.88, 2.35, -1.17, 0.02, 0.51, 0.32, 0.52, 0.13, 0.13, 0.31, -1.00, -1.63, 0.35, 0.30, 0.40, 0.42, 0.47, 0.31, 0.23, 0.44, 0.39, 2.63, 0.46, 0.34, -1.57, 2.97, 0.03, 0.38, -2.05, 1.26, 0.52, 0.45, 1.21, 0.27, -0.81, 0.39, 0.25, 1.85, -0.67, -0.03, -0.85, 0.23, 0.32, 0.34, 0.32, -2.05, -0.25, -1.94, 0.37, 0.44, 0.31, -0.51, 0.29, 0.29, 0.39, -0.26, -0.56, -0.97, 0.66, 0.61, 0.15, -1.91, 0.16, 0.29, -1.66, -1.42, 0.35, 0.36, -0.86, -0.25, -0.58, 2.86, -0.64, 0.36, -1.87],
  "homo_lumo_gap_ev": 5.96,
  "total_charge": -1,
  "energy_ha": -2785.5590
}


Entry 2:
{
  "formula": "C38H66N7O9",
  "method": "ωB97M-V/def2-TZVPD",
  "species": ["C", "H", "C", "C", "H", "H", "H", "H", "N", "H", "H", "H", "H", "C", "H", "H", "H", "H", "H", "H", "C", "H", "H", "H", "C", "C", "H", "H", "H", "O", "C", "C", "H", "H", "N", "H", "H", "C", "H", "H", "C", "C", "H", "H", "N", "C", "C", "H", "C", "N", "H", "O", "C", "H", "N", "H", "H", "C", "H", "H", "H", "C", "C", "C", "C", "H", "H", "C", "H", "C", "H", "H", "N", "H", "H", "H", "H", "H", "H", "H", "H", "C", "C", "H", "O", "H", "H", "H", "O", "C", "C", "C", "C", "H", "C", "O", "H", "H", "C", "H", "N", "C", "H", "O", "C", "H", "O", "H", "C", "C", "H", "C", "H", "H", "O", "O", "H", "H", "C", "C"],
  "positions_angstrom": [[5.477, 6.794, -7.049], [5.402, 4.261, -11.800], [5.964, 2.333, -12.022], [13.563, -0.482, -14.396], [14.144, 0.894, -8.742], [6.572, -0.145, -6.813], [16.901, 4.939, -11.057], [5.604, 7.344, -6.117], [10.483, 1.852, -5.390], [17.543, 3.275, -10.899], [4.515, 2.429, -8.150], [6.369, -2.295, -9.557], [14.441, -0.970, -13.971], [12.724, -0.633, -12.104], [7.048, 8.012, -7.875], [9.984, 1.059, -9.386], [3.341, 2.395, 4.055], [8.638, 0.911, -5.183], [4.290, 4.581, -1.761], [10.921, -0.752, -14.959], [8.224, 0.324, -8.607], [6.779, 2.780, -10.090], [5.741, 4.711, -0.759], [5.306, -0.153, -8.072], [3.149, 7.035, -7.079], [10.382, -0.554, -11.579], [8.980, 2.323, -4.132], [8.171, 0.982, -7.752], [3.050, 7.672, -6.200], [4.631, 2.895, -10.203], [14.913, 4.595, -9.359], [15.447, 2.325, -9.750], [8.115, 1.853, -12.459], [5.698, 3.961, -13.389], [6.045, 3.831, -12.449], [15.141, 5.616, -9.630], [7.839, 5.906, -6.636], [10.090, -0.616, -12.891], [5.801, 3.726, 2.180], [3.048, 5.963, -6.909], [11.109, -0.642, -13.901], [4.369, 3.242, -8.861], [9.375, 3.391, -6.138], [15.891, 1.647, -10.464], [12.430, -0.513, -13.463], [7.094, 1.549, -12.690], [11.672, 1.194, -5.288], [7.063, 0.517, -12.341], [11.714, -0.595, -11.150], [7.245, -0.664, -8.686], [2.794, 3.102, 0.297], [6.253, 7.799, -2.652], [3.151, 2.882, 3.099], [8.689, 6.674, -7.909], [5.533, 2.768, 2.355], [3.254, 3.951, 3.281], [5.125, 4.374, -4.723], [9.376, 1.393, -4.542], [9.767, 0.677, -3.820], [3.968, 1.366, 1.773], [13.550, 5.040, -7.794], [6.656, 7.008, -8.041], [9.234, -0.601, -10.581], [3.834, 3.188, 0.611], [6.215, 6.697, -9.511], [7.047, 5.497, -4.130], [3.860, 4.239, 0.900], [6.344, 3.325, -5.573], [8.176, -2.255, -11.508], [12.722, 1.552, -6.213], [7.042, 1.673, -13.772], [13.715, 0.551, -14.708], [7.868, 6.166, -7.611], [6.154, 5.609, -9.514], [6.152, 2.193, 1.800], [5.112, 3.989, -8.581], [7.007, 4.124, -12.364], [5.739, 3.840, -2.189], [2.358, 7.186, -7.815], [16.238, 3.649, -12.093], [13.267, -1.125, -15.225], [13.706, 2.928, -8.132], [11.364, 3.305, -7.096], [5.775, 1.336, -10.108], [5.006, 3.588, -5.261], [3.448, 3.804, -8.704], [11.722, 0.303, -4.680], [13.671, 1.039, -6.147], [7.279, 4.135, -5.249], [8.155, -1.550, -10.691], [6.289, 6.728, -3.301], [5.111, 4.019, -1.317], [7.225, -1.638, -9.591], [2.107, 2.760, 2.811], [6.161, -0.690, -7.663], [4.815, 2.924, -0.395], [5.281, 7.178, -9.803], [7.004, 6.978, -10.208], [5.883, 2.338, -10.525], [9.052, -0.735, -13.165], [15.654, 3.636, -10.025], [16.660, 3.877, -11.114], [5.368, 5.751, -6.753], [5.327, 6.070, -3.674], [12.572, 2.599, -7.141], [5.925, -1.711, -7.362], [7.445, 6.198, -3.609], [12.008, -0.596, -10.111], [14.410, 1.937, -8.835], [14.013, 4.239, -8.351], [5.730, 2.582, 3.328], [9.231, 0.298, -9.532], [13.747, -0.536, -11.772], [5.000, 1.939, -12.344], [4.310, 7.274, -7.694], [6.597, 2.333, -6.254], [11.071, 4.085, -7.783], [7.841, 5.263, -8.062], [4.080, 2.430, 1.983], [10.329, 2.888, -6.187]],
  "forces_ev_per_angstrom": [[-0.7, 0.5, -0.4], [-0.3, 0.9, 0.4], [0.4, 0.0, -0.7], [-0.3, -0.5, -0.9], [0.2, -0.1, 0.1], [-0.5, 0.0, 0.1], [0.2, -0.1, -0.2], [0.4, 0.2, 0.1], [1.8, -1.4, 0.8], [-0.1, 0.1, 0.0], [-0.4, -0.3, -0.1], [0.2, -0.4, 0.0], [-0.1, 0.4, 0.2], [-1.6, 1.5, -0.8], [-0.3, 0.2, -0.5], [0.3, -0.1, -0.3], [-0.1, -0.3, -0.2], [-0.1, 0.2, 0.1], [-0.6, -0.4, 0.6], [0.1, 0.1, -0.1], [-1.2, -2.2, -0.4], [0.0, 0.6, 0.4], [-0.2, 0.5, 0.2], [-0.1, -0.2, 0.2], [-2.7, -0.9, 0.8], [-0.3, -0.6, 2.2], [-0.4, -0.5, 0.4], [-0.3, 0.2, 0.0], [-0.5, -0.3, 0.2], [-0.2, 1.0, -1.2], [1.4, -1.1, -0.2], [-2.7, 0.3, 0.8], [0.0, 0.6, 0.5], [-0.1, 0.2, -0.6], [-0.5, -2.2, 0.4], [0.0, 0.1, 0.1], [0.1, 0.2, 1.2], [0.7, -0.5, -3.2], [-0.3, 0.6, -0.1], [0.0, -0.3, 0.9], [1.2, 0.6, 2.8], [1.3, 0.9, 1.0], [-0.4, 0.1, 0.1], [0.4, -0.3, 0.5], [-1.7, -1.5, 1.7], [0.1, 0.4, 0.3], [1.2, 1.0, -3.1], [-0.4, -0.1, -0.5], [0.5, 0.1, -0.9], [0.6, 0.5, 1.0], [0.0, -0.8, -0.3], [-0.5, 1.3, 0.7], [0.0, 0.6, -0.2], [0.5, 0.0, 0.3], [-0.5, -1.0, -0.2], [0.1, 0.2, -0.1], [-0.8, 0.8, 0.7], [-0.3, 0.3, 0.0], [-0.2, 0.4, 0.1], [0.6, -0.1, 0.4], [-0.1, 0.1, 0.0], [-1.2, 0.7, 0.2], [-0.8, -1.3, -0.8], [0.1, 1.1, 1.0], [1.5, -0.1, 1.1], [0.9, -2.0, -1.2], [0.4, 0.5, -0.1], [-0.2, 0.1, -0.8], [-0.3, -0.2, 0.1], [-1.3, -0.1, 1.4], [-0.3, -0.6, -0.1], [0.2, -0.2, -0.1], [-1.2, -0.1, -1.1], [-0.5, -0.2, -0.4], [0.3, -0.3, -0.3], [0.4, 0.1, 0.3], [0.1, 0.6, 0.0], [0.0, -1.5, 0.2], [-0.1, 0.7, 0.2], [-0.1, -0.1, 0.2], [0.2, 0.3, -0.3], [-0.9, -1.5, 0.8], [-1.4, -1.1, 1.1], [0.8, -0.6, -0.4], [2.7, -0.4, -0.4], [-0.4, -0.7, -0.6], [0.1, 0.2, 0.3], [0.0, -0.2, 0.1], [-0.7, 0.9, 0.4], [1.1, 0.8, 1.9], [0.5, -2.0, -0.7], [0.3, 0.8, 1.1], [1.3, 1.5, -2.7], [0.1, -0.4, 0.0], [0.5, 0.6, 0.5], [-0.1, -0.2, -0.7], [0.1, -0.1, 0.4], [0.0, 0.2, -0.1], [-1.0, -0.8, 1.0], [0.0, 0.1, -0.5], [-1.1, -0.7, 0.8], [-0.1, 1.2, 0.5], [-0.1, -0.5, -0.2], [-2.1, 0.9, 0.3], [0.3, -0.3, 0.1], [0.0, 0.1, -0.3], [1.4, 1.8, 0.8], [-0.2, -0.2, 0.1], [1.2, 0.9, -1.0], [0.7, 1.4, -1.2], [0.0, -0.2, 0.6], [-0.2, 0.8, 0.8], [0.2, -0.4, -0.5], [0.0, 0.3, -0.4], [4.3, 0.3, -2.1], [-0.3, -1.5, -0.8], [0.4, 0.2, 0.0], [0.0, -0.4, -0.4], [-0.3, 0.8, -1.7], [1.5, 1.2, -1.9]],
  "mulliken_charge": [0.07, 0.30, 0.09, -0.94, 0.59, 0.23, 0.29, 0.56, 0.12, 0.41, 0.20, 0.50, 0.42, -0.42, 0.50, 0.68, 0.40, 0.15, 0.39, 0.49, -0.82, 0.23, 0.34, 0.33, -0.70, 0.33, 0.29, 0.49, 0.30, -0.49, -0.29, -0.66, 0.49, 0.38, -0.16, 0.45, 0.18, -0.46, 0.35, 0.27, -0.62, -0.32, 0.72, 0.50, 0.13, -1.50, -0.38, 0.30, -0.60, 0.19, 0.49, -0.24, -1.39, 0.45, -0.26, 0.42, 0.36, -0.63, 0.41, 0.26, 0.58, -0.36, 0.91, -0.88, -0.81, 0.48, 0.46, 0.27, 0.65, -0.70, 0.48, 0.32, -0.02, -0.14, 0.34, -0.13, 0.36, 0.12, 0.30, 0.36, 0.39, 0.74, -0.81, 0.25, -0.50, 0.36, 0.41, 0.63, -0.53, -0.42, 0.80, -0.67, -0.44, 0.39, -0.84, -0.37, 0.45, 0.47, -0.23, 0.48, -0.02, -0.83, -0.19, -0.54, 0.86, 0.47, -0.51, 0.59, -0.58, -0.66, 0.37, -0.50, 0.46, 0.30, -0.42, -0.56, 0.59, 0.27, 0.22, -0.66],
  "homo_lumo_gap_ev": 5.60,
  "total_charge": 6,
  "spin_multiplicity": 2,
  "energy_ha": -2545.5080
}


- What is the formula in the second record?
  C38H66N7O9